1.
Density functional theory data (ωB97M-V/def2-TZVPD) for a molecular structure, C35H35BCoN10O2Te.

Results
Lowest unoccupied orbital energy (alpha / beta): -2.795 / -4.638 eV
HOMO-LUMO gap (alpha / beta): 8.3 / 6.6 eV

Structure (ORCA input):
```
! wB97M-V def2-TZVPD RIJCOSX def2/J DEFGRID3
* xyz 1 3
H -0.4309 4.5208 -3.2753
H 0.9978 1.1217 4.4363
H 4.9512 0.3384 -2.0591
H -4.9343 -0.2781 -4.8765
C 1.6767 -4.7458 1.0007
H -2.6094 3.9763 -4.4247
N 1.1113 -3.5273 1.2918
H -0.0573 -4.7157 -0.9249
C -1.9549 1.7449 0.4516
C -2.4815 -0.2478 -2.5916
N 2.2692 -1.4513 0.5284
C 0.0536 -3.8034 -1.4901
C -0.4938 3.4976 2.9741
H 1.5451 4.2376 2.7227
C -2.0083 3.2455 -3.8681
H -0.0927 -0.2797 -4.1518
C -2.1185 -0.5218 1.7431
H 3.1574 1.0319 -4.9928
H -4.1696 2.1110 -5.1608
N 0.5198 -1.6672 -1.8956
H 0.3527 -1.6634 -5.1553
N 0.9584 -3.3895 2.6461
C -1.4102 4.4741 3.2784
H 3.9464 1.6131 -1.2257
H -1.3044 -1.4807 -4.4788
H -2.0247 -0.9393 -1.9190
C -3.5086 -0.6870 -3.3579
N -0.3326 -0.1902 0.4088
C 0.4039 1.1757 3.4640
H 5.4065 -0.9543 1.2529
H 0.0528 0.1463 3.3255
Te 1.6689 1.7795 1.9199
H -2.9898 5.1712 4.3386
H 0.6338 4.0882 1.1754
H -1.8889 1.0009 4.8644
N 2.6497 -0.5060 -0.4328
C -3.7221 1.4169 -4.4367
H 0.2719 -4.1164 4.9888
C -1.4373 0.3934 0.8643
C -1.2588 -1.6450 1.8009
C -1.9397 1.0022 -2.8733
H -3.0261 -0.3619 2.3095
C -0.3413 -3.5512 -2.8126
H -2.5112 2.2113 1.2942
H 2.1201 -6.4479 2.3149
B 0.9631 -2.3109 0.4062
C -0.2802 2.5491 -2.3917
C -0.2384 -1.3684 -4.2793
H -3.8853 -1.6142 -3.0729
H -2.6119 1.5934 -0.3440
H 1.2506 -5.5716 5.1383
N -0.2175 -1.3560 0.9919
C 0.0084 -2.1779 -3.0149
C -0.7202 2.2532 3.5476
C 1.7963 -5.4689 2.2131
N 2.7293 0.7263 -4.1448
H -1.1530 2.3526 0.1167
H -1.2869 -2.5407 2.3628
Co 0.9047 0.1741 -1.3497
C -2.6585 3.0808 4.7505
C 3.2603 -1.6337 1.3717
C 4.3743 -0.9826 0.9298
N 0.5813 -2.6671 -0.9818
C 3.9393 -0.2288 -0.1710
C -0.8772 3.5674 -3.2155
H -3.3834 2.9403 5.5131
C -4.1541 0.1176 -4.3041
C 4.6354 0.7454 -1.1210
C -1.7898 2.0289 4.4149
C -2.3917 4.2625 4.1956
C -2.5718 1.8961 -3.7616
H 2.0003 -4.0036 5.0651
H -0.7810 -4.3330 -3.4016
O 1.3733 1.9666 -0.7620
H -1.3216 5.5223 3.0029
C 0.7947 3.7483 2.1354
N -0.7058 1.3305 -2.2660
H 1.8464 -5.0525 -0.0101
C 1.3143 -4.5569 3.1789
C 0.8156 2.9000 -1.4453
C 1.1336 -4.5585 4.6557
O 1.0521 4.1043 -1.2300
H 3.1038 -2.3198 2.1686
C 1.9688 0.4921 -3.3185
H 5.4825 1.2654 -0.5653
*
```

2.
Density functional theory data (ωB97M-V/def2-TZVPD) for 2 unconnected molecules or ions with the total composition C7H14O.

Results
Lowest unoccupied orbital energy: 0.859 eV
HOMO-LUMO gap: 9.0 eV
Relative energy (zero: lowest compared OMol25 entry of this formula, charge and spin): 251.4 kJ/mol

Structure (ORCA input):
```
! wB97M-V def2-TZVPD RIJCOSX def2/J DEFGRID3
* xyz 0 1
O 2.8563 -0.8230 -0.8406
C 0.4901 -1.8910 1.0928
H 0.0840 1.1385 -1.7228
H -1.7490 2.1475 0.6775
C -0.5569 -2.9287 1.0810
H -1.9477 2.7696 -2.2676
H 0.0252 -3.8212 1.4660
H -1.3867 3.7256 -0.9327
C -0.4333 0.4605 0.9798
H 3.2171 0.0573 -1.1303
H 0.7300 -1.4087 2.1334
C -0.9795 1.5166 0.1818
H -1.0388 -3.0593 0.0656
H -1.1984 -2.6733 1.8785
H 1.5236 -2.2116 0.7060
C -1.0481 3.0208 -1.7075
H -0.0979 -0.8041 -0.7011
H -0.2675 0.7237 2.0221
H -0.4125 3.7212 -2.3641
C -0.0259 -0.6635 0.3780
C -0.5218 1.7622 -1.0906
H 2.7377 -0.7591 0.0949
*
```

3.
Density functional theory data (ωB97M-V/def2-TZVPD) for 2 unconnected molecules or ions with the total composition C12H16F6I2NO2P.

Results
Lowest unoccupied orbital energy: -2.710 eV
HOMO-LUMO gap: 6.8 eV

Structure (ORCA input):
```
! wB97M-V def2-TZVPD RIJCOSX def2/J DEFGRID3
* xyz 0 1
F 3.1061 1.7089 4.2738
C -0.8426 2.3902 -1.4578
F 2.4040 -0.3516 4.7465
H -2.8954 1.6784 -1.6483
H 1.9056 0.2687 -1.1872
H -1.1665 3.4548 -1.5162
H 0.8648 -3.4465 0.0301
O 1.2819 4.3741 -0.8933
C -4.8422 0.0860 -0.4211
P 3.5268 0.2356 3.7257
C 0.8390 0.5555 -1.2795
H -5.5748 -0.1328 0.3965
H -4.5068 1.1478 -0.2516
H -2.4385 -1.9569 -1.9137
H -5.2986 0.0305 -1.4373
F 4.9164 1.0752 3.6411
C 0.9053 -2.3235 -0.0055
C -0.2442 -0.4359 -1.3812
H 2.5289 -0.9470 0.6046
H -0.6028 -2.6638 -1.5743
H 2.8505 -1.7614 -0.9643
C -1.8377 1.3574 -1.5380
F 2.2974 0.4092 2.6635
C 2.4319 -1.9272 0.0643
C -2.6900 -0.9224 -1.6050
H 0.9037 4.4005 0.0088
O 2.7967 2.7364 -1.2918
C 1.6649 3.0616 -1.1651
H -2.9075 -0.2762 0.4864
F 4.3599 -0.8543 4.5948
N -1.5345 0.0044 -1.5052
C 0.1917 -1.9162 -1.3560
H 0.9675 -2.0404 -2.1663
I -3.9402 -2.7754 0.5530
C -3.5414 -0.8159 -0.2702
C 0.5558 1.9797 -1.3030
F 4.0566 -0.5650 2.4051
I -0.1564 -1.6223 1.7462
H 3.0099 -2.7143 0.6146
H -3.3448 -0.5061 -2.4234
*
```

4.
Density functional theory data (ωB97M-V/def2-TZVPD) for 6 unconnected molecules or ions with the total composition C22H51NO18S5.

Results
Lowest unoccupied orbital energy: -0.046 eV
HOMO-LUMO gap: 8.0 eV

Structure (ORCA input):
```
! wB97M-V def2-TZVPD RIJCOSX def2/J DEFGRID3
* xyz 0 1
H -5.2173 -0.7750 4.4417
H -5.3273 4.3897 -0.1516
C 0.3631 0.8776 -1.1548
H 5.1939 -4.5847 -10.0564
H 1.6717 3.6417 -1.9447
H 3.5602 -2.3854 1.7577
H -4.4752 -4.1671 3.4387
H -2.1013 -1.8857 0.2389
C -4.1646 4.6865 1.5977
H -4.9435 5.3827 1.9087
H 5.8668 -1.2344 3.1951
H 4.3407 -0.2598 -5.4570
S 2.0046 -0.8702 -2.0866
O -3.0923 1.7317 -2.2511
S 5.0925 -2.6924 -5.6305
O 4.0499 1.4332 3.8725
N -2.9907 -1.5038 3.1704
O 3.6193 4.3922 0.0989
C -0.5094 2.8057 2.1064
H -0.4440 -0.5659 3.0105
H 2.3088 5.2582 -2.2086
C -1.9950 -3.5413 2.2065
H 0.0610 4.8612 1.7821
H -3.1858 5.0414 1.9203
H -5.9121 -2.3613 4.8079
H -3.5964 -2.4762 6.4322
H -2.3414 4.4867 -2.6289
O -2.9718 -0.1482 3.2787
H -0.7539 1.8172 1.7175
O 3.3137 -0.2362 2.0464
C -1.6094 -1.3438 1.0467
C 4.8882 -3.6470 -8.1130
H -2.7768 -3.6472 1.4543
C -4.2814 4.5275 0.1227
H -5.5343 -1.8792 3.1390
C 4.8398 -1.5972 3.1538
C 4.4186 -1.0630 -6.1898
H -1.4574 3.2221 2.4468
C 4.1221 -1.4631 1.9045
O -5.4276 2.7605 -2.0862
H -0.7398 0.2477 -2.8758
H 4.9797 -0.8223 -7.0927
C -3.3801 4.2833 -2.8893
S 2.2356 4.8326 0.1256
O 1.6636 0.7507 -1.8203
H -3.3257 -0.8414 5.8843
H 0.1205 2.6911 2.9885
C 1.6173 4.6746 -1.6008
C 0.0686 3.9092 1.2513
S 3.1700 0.2575 3.6414
O 1.8005 6.1187 0.6756
O 3.9626 -1.0809 4.0860
H -3.9254 5.4216 -0.3891
H -0.5569 4.1019 0.3796
H -2.0015 -2.0396 5.7161
H 5.0130 -2.6596 3.3255
H -3.9957 5.1778 -2.7942
H 4.3720 -2.8603 -8.6632
C -0.4942 -1.6450 3.1555
H -1.3484 -0.3583 -1.2993
C -3.0795 -1.8830 5.6778
H -3.4439 3.9188 -3.9146
O -3.4543 3.4529 -0.4531
H -3.8099 -4.3329 4.9816
H -1.5898 -4.0437 4.2879
O 3.9518 -3.5491 -5.3165
O 6.1069 -2.4043 -4.6324
H 4.1162 -4.3016 -7.7085
H -1.0876 -4.0481 1.8781
H -0.0869 1.8609 -1.2919
O 0.3679 -1.3027 -2.2039
H 0.6034 5.0527 -1.7316
O 2.6110 -1.4002 -0.8878
O 1.3982 3.5457 0.8519
C -0.4635 -0.1664 -1.9061
C -1.7460 -2.0085 2.4540
H 6.2381 -5.2537 -8.7426
O 1.8708 0.2113 4.2310
H 0.4920 0.5974 -0.1093
H 4.7716 -1.2580 1.0536
C -5.1997 -1.8318 4.1753
H 3.3781 -1.3372 -6.3641
H 6.5888 -3.7220 -9.3538
C 5.7386 -4.3689 -9.1373
C -2.3081 -4.2735 3.5009
S -3.9719 2.8795 -1.9206
H -4.2919 3.7150 2.0754
C -3.6348 -3.8165 4.0378
H -1.8851 -0.2897 1.0135
H -0.4899 -1.9725 4.1951
H -2.6357 -5.3077 3.3946
O 5.7954 -3.1605 -7.1066
O 2.6991 -0.9207 -3.3855
H 0.3542 -2.0673 2.6170
H -3.5339 0.1626 2.5651
H -0.5596 -1.2776 0.7612
C -3.6521 -2.2459 4.2725
*
```

no.,E_tot (eV)
1,-101451.597
2,-9531.161
3,-60084.433
4,-116154.414